Record 1
DFT (ωB97M-V/def2-TZVPD) results for 9 unconnected molecules or ions with the total composition C26H74BN3O13PS9 at a distorted geometry.

Output
E_HOMO, eV: -9.9
Charge: +1

XYZ file:
```
127
Properties=species:S:1:pos:R:3:forces:R:3:mulliken_charge:R:1
C 0.04623 0.15082 3.33390 -0.3 1.5 -1.4 -0.780
N -0.75213 -1.09886 3.02646 1.6 -1.8 0.4 0.313
C -0.89549 -1.81404 4.38522 -0.3 -0.2 1.2 -0.627
B 0.00367 -1.97796 2.04931 2.1 0.1 4.9 -0.095
O 1.17932 -2.72924 2.61002 -1.4 2.3 -2.3 -0.648
P -0.40804 -2.27107 0.20253 -0.2 -1.1 -2.3 0.717
C -0.15018 -4.18180 -0.08327 0.2 -1.0 -0.2 -0.526
C -0.15460 -4.60740 -1.66514 -3.1 -1.4 -2.5 -0.169
N -1.30330 -5.02610 -2.32115 5.0 2.0 2.8 -0.561
C 0.93041 -1.39649 -0.83840 1.6 0.2 -0.8 -0.763
C 0.67860 -1.41057 -2.45882 -0.9 1.6 -0.7 -0.703
C 2.00332 -1.78430 -3.36008 -0.8 -0.4 1.3 -0.415
S 1.64716 -1.26249 -5.16085 1.8 -3.0 -6.4 1.023
O 0.79192 -2.39206 -5.85196 2.5 4.3 3.6 -0.570
O 2.99239 -1.06128 -5.96205 -5.2 0.0 4.0 -0.509
O 0.80743 0.21613 -5.28320 0.4 -2.1 1.3 -0.468
C -2.20876 -1.91115 -0.30188 -0.9 0.1 -1.5 -0.620
C -2.59814 -0.33285 -0.48469 -2.1 0.5 0.2 0.024
O -1.65575 0.46328 -1.28518 -1.9 -0.2 -0.6 -0.456
C -2.90972 0.46524 0.93303 -0.9 0.6 -0.1 -0.492
N -1.97795 1.65645 1.16765 -0.3 -0.6 -1.2 -0.433
H 0.67874 0.38572 2.34985 -1.1 0.0 2.0 0.219
H 0.79958 0.05236 4.22444 -1.5 0.0 -1.6 0.213
H -0.75341 1.02094 3.50005 2.1 -2.0 -0.2 0.106
H 0.14267 -1.89828 4.95632 -2.1 0.2 -1.3 0.266
H -1.62989 -1.14013 5.03606 1.6 -1.6 -1.4 -0.020
H -1.30012 -2.90881 4.28662 0.6 2.1 0.0 0.303
H 2.00993 -2.21069 2.39300 -1.0 -1.0 0.1 0.253
H -1.01218 -4.74758 0.50271 1.7 1.2 -1.4 0.461
H 0.88177 -4.49311 0.42451 -2.2 0.9 -1.1 0.423
H 0.83685 -4.61762 -2.32400 -1.8 0.3 2.0 0.251
H -1.03832 -5.23646 -3.31027 -0.2 0.2 0.9 0.305
H 1.13278 -0.28332 -0.45694 -0.7 -2.6 -0.8 0.417
H 1.95719 -1.97451 -0.65552 -2.4 1.1 0.1 0.543
H -0.27111 -2.05226 -2.78237 2.3 1.1 0.7 0.361
H 0.39118 -0.29033 -2.75662 0.6 -2.5 0.8 0.456
H 2.10982 -2.95886 -3.39962 0.0 2.5 -0.4 0.200
H 2.99711 -1.29119 -2.98221 -2.0 -0.8 -0.9 0.379
H -0.10931 0.17537 -4.87395 1.4 -0.4 -0.7 0.367
H -2.37467 -2.43195 -1.36291 0.6 0.9 2.2 0.410
H -2.99530 -2.45002 0.41667 2.0 1.3 -1.3 0.253
H -3.63075 -0.31393 -1.08279 2.2 -0.5 1.3 0.438
H -2.24163 1.09316 -1.83057 1.5 -1.5 1.3 0.370
H -2.96257 -0.27782 1.84204 0.5 1.6 -1.8 0.145
H -4.00118 0.94138 0.84970 2.4 -1.2 0.2 0.209
H -2.13958 2.38699 0.41062 0.1 -1.4 1.3 0.275
H -0.97457 1.39321 1.05574 -1.2 0.1 0.1 0.165
C 6.13066 -1.90070 0.63314 -0.1 -0.2 -0.1 -1.100
S 4.65647 -1.16067 1.37609 1.0 0.4 0.3 0.385
O 3.49853 -1.45613 0.47009 -0.2 0.0 -0.1 -0.542
C 5.14234 0.55975 1.09340 -0.2 -0.4 0.0 -0.895
H 6.02593 -2.98828 0.66578 0.0 0.2 0.1 0.359
H 6.22895 -1.57917 -0.40671 -0.1 0.1 0.1 0.320
H 7.01568 -1.60739 1.20268 -0.2 0.0 0.0 0.421
H 5.30039 0.73332 0.02643 -0.1 -0.1 0.2 0.308
H 6.05810 0.77593 1.64865 -0.1 -0.1 0.0 0.465
H 4.34028 1.20863 1.45173 0.1 -0.2 -0.1 0.270
C -3.97323 1.13604 7.98803 0.0 -0.1 -0.3 -0.845
S -3.55156 0.32288 6.42796 -0.4 0.2 0.2 0.344
O -2.30305 0.96920 5.90597 0.0 0.0 -0.1 -0.592
C -4.94400 0.98833 5.48240 0.1 0.0 -0.1 -0.933
H -3.20572 0.88844 8.72593 -0.1 0.0 -0.2 0.254
H -4.00447 2.21973 7.85031 0.1 -0.3 -0.1 0.338
H -4.94164 0.77378 8.34104 0.1 -0.1 -0.1 0.408
H -4.91724 2.08042 5.49555 0.1 -0.1 0.1 0.333
H -5.88184 0.63053 5.91378 0.1 0.0 0.0 0.423
H -4.86195 0.63569 4.45203 0.0 0.0 0.1 0.214
C 5.37466 5.48295 -0.86011 0.0 0.0 0.1 -0.978
S 4.79323 3.84496 -1.36191 0.2 0.2 0.0 0.457
O 5.12683 2.88974 -0.25501 0.0 0.5 -0.4 -0.562
C 6.01437 3.60218 -2.67556 0.1 -0.1 0.1 -0.951
H 4.77071 5.82035 -0.01377 0.0 -0.1 -0.1 0.291
H 6.42346 5.43269 -0.55710 -0.1 -0.1 -0.1 0.318
H 5.25595 6.18470 -1.68904 0.0 -0.1 0.0 0.393
H 7.02432 3.66533 -2.26379 -0.1 0.0 0.1 0.313
H 5.87545 4.36267 -3.44758 -0.1 -0.1 0.1 0.390
H 5.86123 2.61239 -3.11103 -0.1 0.1 0.1 0.304
C -6.28596 -2.63828 -0.07507 0.0 -0.1 0.0 -0.960
S -6.33011 -0.83870 0.10489 -0.3 0.0 0.5 0.618
O -6.27605 -0.53103 1.57165 0.1 -0.2 -0.7 -0.613
C -8.04705 -0.63456 -0.43016 0.0 0.0 0.0 -1.097
H -5.30320 -2.99415 0.24494 -0.1 0.1 0.0 0.243
H -7.05638 -3.09725 0.54953 0.1 0.1 0.0 0.400
H -6.44200 -2.90660 -1.12261 0.0 0.1 0.1 0.364
H -8.71137 -1.21400 0.21520 0.2 0.0 0.0 0.345
H -8.14778 -0.96544 -1.46651 0.1 0.0 0.1 0.368
H -8.30682 0.42400 -0.36148 0.1 -0.1 0.0 0.349
C -1.33306 -3.33267 -7.96448 -0.1 0.0 0.1 -0.705
S -2.99064 -2.81727 -8.47403 -0.1 -0.3 0.2 0.499
O -3.91742 -3.07979 -7.32462 0.4 0.0 -0.4 -0.627
C -3.23876 -4.13937 -9.68494 -0.1 -0.1 0.0 -0.916
H -0.98913 -2.66028 -7.17425 -0.1 -0.1 -0.2 0.104
H -1.35906 -4.35575 -7.58114 -0.1 0.1 -0.1 0.321
H -0.65034 -3.26700 -8.81492 -0.1 0.0 0.0 0.380
H -3.14987 -5.11359 -9.19858 0.0 0.1 0.1 0.300
H -2.49652 -4.04826 -10.48146 0.0 0.1 0.1 0.338
H -4.23963 -4.03568 -10.10950 0.1 0.1 0.1 0.323
C 4.64929 -1.07665 -8.44976 0.0 0.0 0.0 -0.902
S 6.14497 -1.47792 -9.38506 0.0 0.5 -0.2 0.489
O 6.70190 -0.19154 -9.91798 -0.4 -0.6 0.2 -0.623
C 5.29910 -2.31105 -10.75115 0.0 0.0 -0.1 -0.904
H 4.93872 -0.51211 -7.55960 0.0 -0.1 -0.2 0.307
H 3.97688 -0.46813 -9.05958 0.1 0.0 0.0 0.361
H 4.14890 -1.99849 -8.14401 0.1 0.1 0.0 0.335
H 4.58761 -1.62885 -11.22226 0.1 0.0 0.1 0.295
H 4.77860 -3.19422 -10.37331 0.1 0.1 0.0 0.329
H 6.04743 -2.61842 -11.48483 0.0 0.1 0.2 0.324
C -0.76352 3.07179 9.42433 0.0 -0.1 -0.2 -0.741
S -2.23770 3.81182 10.16729 0.0 0.2 -0.2 0.428
O -3.39564 3.51635 9.26128 0.5 0.5 0.5 -0.616
C -1.75184 5.53223 9.88460 0.0 0.0 -0.1 -0.882
H -0.86824 1.98421 9.45697 -0.1 0.2 0.1 0.289
H -0.66522 3.39332 8.38448 -0.1 0.1 0.1 0.142
H 0.12150 3.36509 9.99387 -0.1 0.0 0.0 0.399
H -1.59378 5.70580 8.81762 0.0 -0.1 0.1 0.248
H -0.83607 5.74842 10.43984 -0.1 -0.1 0.0 0.367
H -2.55390 6.18112 10.24293 0.0 -0.2 0.0 0.325
C 1.31680 5.59953 3.69943 0.2 0.1 0.0 -1.003
S 0.03301 4.95900 4.80145 0.2 -0.1 0.4 0.521
O 0.52811 5.11462 6.20844 -0.1 -0.1 -0.6 -0.622
C 0.23686 3.22003 4.34295 0.1 0.1 0.1 -0.675
H 1.39214 6.68000 3.84696 -0.1 -0.2 0.1 0.369
H 2.27836 5.13593 3.93352 -0.1 0.0 0.1 0.299
H 1.04434 5.39651 2.66105 -0.1 0.0 0.1 0.341
H 1.26297 2.89960 4.53785 0.0 0.1 0.0 0.363
H -0.00195 3.09160 3.28458 -0.1 0.1 0.1 0.351
H -0.45071 2.62128 4.94420 0.0 0.2 0.0 0.133
```
Forces are in eV/Å.


Record 2
DFT (ωB97M-V/def2-TZVPD) results for 14 unconnected molecules or ions with the total composition C26H74FNO16 at a distorted geometry.

Output
E_HOMO (alpha / beta), eV: -5.4 / -5.7
<S²>: 0.754
Multiplicity: 2
Charge: -1

XYZ file:
```
118
Properties=species:S:1:pos:R:3:forces:R:3:lowdin_spin:R:1
C 1.86007 1.35065 1.83219 -0.2 0.1 -0.1 0.000
C 0.38541 1.11885 1.66871 -0.3 -1.0 -0.1 0.000
F -0.04074 0.34281 2.76616 -0.1 0.1 1.1 0.000
C -0.06720 0.30429 0.47914 0.3 1.2 -0.5 0.001
C -0.78609 1.10050 -0.61403 0.0 0.0 0.3 0.001
C -1.36918 0.02202 -1.54801 -0.8 -0.6 -0.4 0.000
O -2.19555 -0.78087 -0.96848 0.9 0.3 -0.8 0.001
O -1.03076 0.02348 -2.74400 -0.2 -0.4 0.3 0.001
C -2.00181 1.81486 0.03117 0.8 0.3 -0.5 0.017
C -2.14340 3.34168 -0.09356 -0.8 0.3 0.4 0.026
C -3.61068 3.61086 -0.39532 0.4 -0.4 0.0 -0.002
C -1.87231 4.07690 1.22605 0.3 0.2 -0.3 0.005
N -1.35590 3.91458 -1.20477 0.1 -1.0 0.0 0.372
O -1.95993 3.92639 -2.32967 -0.2 0.3 -0.3 0.527
C 0.06064 3.51335 -1.29760 0.6 0.0 -0.4 0.026
C 0.92833 4.13410 -0.21914 -0.4 -0.2 0.1 0.003
C 0.59583 4.06680 -2.60266 0.2 -0.1 0.2 -0.001
C 0.24028 1.97765 -1.33027 -0.6 0.7 0.5 0.017
H 2.04505 2.37306 2.08873 0.3 0.6 0.3 0.000
H 2.39474 1.13083 0.93151 0.4 -0.1 -0.7 0.000
H 2.23329 0.70421 2.60387 0.2 -0.3 0.4 0.000
H -0.17157 2.03504 1.75005 -0.1 0.4 0.0 0.000
H -0.74569 -0.43043 0.84070 -0.3 -0.3 0.3 0.000
H 0.78407 -0.16530 0.01991 0.4 -0.6 -0.1 0.000
H -2.01787 1.54001 1.06554 -0.2 0.0 0.7 0.001
H -2.88382 1.37937 -0.37745 -0.6 -0.4 -0.4 0.001
H -4.15821 3.34895 0.48881 -0.4 0.0 0.6 0.000
H -3.78249 4.63500 -0.64347 -0.2 0.6 -0.1 0.000
H -3.96723 2.96649 -1.17028 -0.2 -0.2 -0.7 0.000
H -1.11571 4.83218 1.12848 0.4 0.3 0.0 0.002
H -2.75972 4.58577 1.53842 -0.6 0.4 0.2 0.000
H -1.62437 3.40122 2.01816 0.3 -0.4 0.5 0.000
H 0.98874 5.19590 -0.35673 -0.2 0.7 0.2 0.001
H 1.92288 3.76185 -0.34329 0.7 -0.3 -0.1 0.000
H 0.62720 3.89117 0.78221 -0.1 0.0 0.5 0.000
H 1.66930 3.99556 -2.57926 0.6 -0.1 0.0 0.000
H 0.24638 3.50377 -3.44116 -0.4 -0.1 -0.6 0.000
H 0.34306 5.10632 -2.68703 -0.2 0.6 -0.2 0.000
H 1.19496 1.79177 -0.88813 0.8 -0.1 0.3 0.001
H 0.33649 1.67569 -2.34832 -0.3 -0.4 -0.7 0.001
C 5.14823 0.33133 4.71169 -0.4 0.3 0.1 0.000
O 4.21609 1.36065 4.36063 0.3 -0.2 0.1 0.000
H 5.73306 0.09166 3.82915 0.0 0.0 -0.1 0.000
H 5.82313 0.66982 5.50184 0.1 -0.1 0.0 0.000
H 4.62582 -0.56506 5.04279 0.1 -0.1 0.0 0.000
H 3.70262 1.56075 5.14577 -0.1 0.0 0.0 0.000
C 6.35937 -0.23744 0.41216 -0.2 0.1 0.1 0.000
O 5.43488 0.78807 0.07596 0.2 -0.1 0.0 0.000
H 6.93045 -0.46851 -0.48267 0.0 0.0 0.0 0.000
H 7.04956 0.08924 1.19729 0.0 -0.1 0.0 0.000
H 5.84256 -1.14330 0.74206 0.1 0.0 0.0 0.000
H 4.92717 0.99481 0.86536 -0.1 0.1 0.0 0.000
C 4.81137 3.65671 2.25119 -0.2 0.4 0.0 0.000
O 3.88051 4.68005 1.88437 0.2 -0.1 -0.2 0.000
H 5.40550 3.41239 1.37297 0.0 0.1 -0.1 0.000
H 5.47253 4.01749 3.04459 0.1 -0.2 0.0 0.000
H 4.28493 2.77072 2.59257 0.1 -0.1 0.1 0.000
H 3.36003 4.89192 2.66101 -0.1 0.0 0.1 0.000
C -1.25570 -2.80241 1.70717 0.2 0.3 -0.6 0.000
O -0.54388 -2.64786 0.48017 0.0 -0.4 0.2 0.000
H -0.76832 -3.59121 2.26652 0.0 -0.1 0.1 0.000
H -1.20630 -1.87538 2.28884 -0.1 -0.1 0.1 0.000
H -2.30537 -3.07271 1.54246 0.1 0.1 0.0 0.000
H -0.95647 -1.93564 -0.04323 -0.5 -0.3 -0.1 0.000
C -6.97655 5.33361 0.95007 0.2 0.2 -0.1 0.000
O -5.92431 5.73057 0.07496 -0.2 -0.1 0.1 0.000
H -6.99364 4.24879 0.96728 0.0 0.0 -0.1 0.000
H -6.80527 5.70885 1.96449 -0.1 0.0 0.0 0.000
H -7.94325 5.69603 0.58668 0.0 -0.1 0.1 0.000
H -5.90223 6.68897 0.05050 0.0 0.1 0.0 0.000
C 5.80449 -3.09709 3.46841 0.1 0.0 0.2 0.000
O 6.33732 -2.43072 4.61382 -0.1 -0.1 -0.2 0.000
H 5.26849 -2.35717 2.88099 0.0 0.0 0.0 0.000
H 6.60051 -3.52653 2.85536 0.0 0.0 -0.1 0.000
H 5.10752 -3.88634 3.75947 0.0 0.0 -0.1 0.000
H 6.80880 -3.08092 5.13765 0.1 0.0 0.1 0.000
C 0.62905 -4.05430 -2.26001 0.1 0.1 0.2 0.000
O 1.91410 -3.48981 -2.51592 0.1 0.1 0.0 0.000
H 0.65989 -5.11209 -2.52894 0.1 0.0 -0.1 0.000
H 0.37892 -3.95311 -1.20302 -0.2 0.0 0.0 0.000
H -0.12880 -3.56353 -2.86569 -0.2 0.0 0.0 0.000
H 1.86204 -2.55681 -2.27651 0.0 -0.1 0.0 0.000
C -9.54223 2.31548 -0.40687 0.3 -0.1 -0.1 0.000
O -8.12391 2.40138 -0.35748 -0.2 0.1 0.1 0.000
H -9.93958 3.21180 0.06255 0.0 0.0 0.0 0.000
H -9.90087 2.26974 -1.43896 -0.1 0.0 0.0 0.000
H -9.90687 1.44045 0.13885 -0.1 0.0 0.0 0.000
H -7.76410 1.61377 -0.77140 0.1 0.0 0.0 0.000
C 3.43306 -5.60195 -4.30687 -0.2 -0.3 -0.2 0.000
O 2.92088 -6.54683 -5.25838 0.3 0.1 0.1 0.000
H 4.49105 -5.46909 -4.51970 0.0 -0.1 0.0 0.000
H 2.92702 -4.64419 -4.39480 0.0 0.1 0.1 0.000
H 3.31905 -5.97927 -3.28692 0.0 0.1 0.0 0.000
H 1.98742 -6.65733 -5.07206 -0.1 0.0 0.0 0.000
C -0.17656 -2.28304 5.22811 0.5 -0.1 -0.2 0.000
O -0.14002 -3.59029 4.66723 -0.4 -0.1 0.2 0.000
H -1.13341 -1.83374 4.98085 0.0 -0.1 -0.1 0.000
H -0.05420 -2.29636 6.31596 0.0 0.0 0.0 0.000
H 0.61810 -1.68435 4.77555 -0.1 0.3 0.1 0.000
H 0.70417 -3.99154 4.87750 0.1 0.0 0.0 0.000
C 0.15249 -7.86681 -0.76746 -0.3 0.3 0.1 0.000
O -1.20080 -7.53938 -0.46715 0.2 -0.2 0.0 0.000
H 0.27685 -8.93501 -0.60906 0.0 0.0 0.0 0.000
H 0.38592 -7.63126 -1.80893 0.1 0.0 0.0 0.000
H 0.83469 -7.32562 -0.10706 0.1 0.0 -0.1 0.000
H -1.30928 -6.59456 -0.60445 -0.1 0.1 0.0 0.000
C -3.89016 -0.95898 -4.11543 0.1 0.1 0.1 0.000
O -3.78880 -2.17703 -3.39985 0.2 -0.1 0.0 0.000
H -4.58435 -1.07583 -4.94787 0.0 -0.2 0.0 0.000
H -4.26045 -0.17328 -3.45233 0.0 0.2 -0.1 0.000
H -2.90608 -0.66746 -4.48926 -0.1 0.2 -0.1 0.000
H -3.17041 -1.97256 -2.67729 0.0 -0.1 0.2 0.000
C -0.37175 -1.83108 -5.64009 -0.3 -0.2 0.0 0.000
O -1.27060 -2.81404 -6.15842 0.1 0.1 -0.1 0.000
H 0.55456 -1.88738 -6.20807 0.0 -0.1 -0.1 0.000
H -0.79407 -0.82911 -5.74070 0.1 0.0 0.1 0.000
H -0.16399 -2.02805 -4.58927 0.1 0.2 0.1 0.000
H -2.07806 -2.75897 -5.63787 0.0 0.0 0.1 0.000
```
Forces are in eV/Å.


no.,total energy (Eh)
1,-6126.6056
2,-2393.2653